# C72H102Br2N12O4

A cluster of 9 separate species, C72H102Br2N12O4 in total at a distorted geometry (wB97M-V/def2-TZVPD, the OMol25 dataset).

The geometry in ORCA input format:
```
! wB97M-V def2-TZVPD RIJCOSX def2/J DEFGRID3
* xyz 10 1
C -4.138 3.653 4.872
N -2.853 3.105 5.393
C -2.799 1.933 6.042
C -1.595 1.449 6.559
C -0.426 2.099 6.335
C -0.495 3.358 5.605
C -1.692 3.846 5.181
C 0.888 1.480 6.721
C 1.156 1.057 8.025
C 2.357 0.494 8.343
N 3.284 0.139 7.411
C 2.995 0.471 6.141
C 1.822 1.126 5.773
C 4.580 -0.585 7.790
H -4.929 2.904 5.039
H -4.032 3.988 3.859
H -4.546 4.438 5.535
H -3.745 1.431 6.175
H -1.669 0.549 7.105
H 0.388 3.983 5.431
H -1.692 4.850 4.768
H 0.462 1.252 8.822
H 2.632 0.228 9.363
H 3.691 0.146 5.371
H 1.694 1.365 4.715
H 4.359 -1.465 8.387
H 5.123 0.148 8.352
H 5.019 -0.840 6.830
C -3.215 3.670 -5.231
N -3.893 2.414 -5.472
C -3.887 1.392 -4.589
C -4.692 0.300 -4.655
C -5.644 0.268 -5.698
C -5.530 1.189 -6.710
C -4.641 2.297 -6.552
C -6.696 -0.751 -5.659
C -7.525 -0.794 -4.532
C -8.621 -1.597 -4.486
N -8.913 -2.440 -5.478
C -8.155 -2.397 -6.586
C -7.051 -1.563 -6.739
C -10.189 -3.208 -5.448
H -3.338 3.932 -4.171
H -3.769 4.399 -5.814
H -2.181 3.632 -5.544
H -3.103 1.595 -3.875
H -4.714 -0.509 -3.931
H -6.109 1.058 -7.615
H -4.682 3.148 -7.227
H -7.370 -0.104 -3.711
H -9.308 -1.503 -3.628
H -8.544 -2.997 -7.452
H -6.522 -1.566 -7.698
H -10.637 -3.150 -4.452
H -10.009 -4.233 -5.706
H -10.807 -2.762 -6.210
C 6.255 -4.213 -12.472
N 6.587 -3.830 -11.012
C 7.819 -3.966 -10.550
C 8.167 -3.519 -9.297
C 7.219 -2.878 -8.552
C 5.924 -2.878 -9.007
C 5.610 -3.338 -10.273
C 7.610 -2.207 -7.280
C 6.951 -1.046 -6.878
C 7.351 -0.304 -5.774
N 8.444 -0.695 -5.061
C 9.036 -1.905 -5.383
C 8.630 -2.653 -6.431
C 8.926 0.202 -3.963
H 5.279 -3.825 -12.651
H 6.333 -5.279 -12.745
H 6.903 -3.577 -13.018
H 8.522 -4.450 -11.202
H 9.215 -3.548 -8.969
H 5.119 -2.538 -8.304
H 4.642 -3.336 -10.712
H 6.183 -0.632 -7.548
H 6.981 0.657 -5.511
H 9.949 -2.123 -4.827
H 9.068 -3.627 -6.610
H 8.084 0.793 -3.620
H 9.629 0.856 -4.464
H 9.394 -0.292 -3.119
C 2.008 3.820 -0.388
N 1.090 2.809 0.240
C 1.240 2.415 1.479
C 0.461 1.380 1.976
C -0.652 0.870 1.234
C -0.913 1.449 -0.031
C 0.030 2.408 -0.470
C -1.363 -0.288 1.775
C -2.499 -0.928 1.196
C -2.861 -2.182 1.707
N -2.347 -2.685 2.841
C -1.349 -2.042 3.416
C -0.903 -0.832 2.975
C -2.726 -4.059 3.186
H 1.783 4.063 -1.391
H 2.982 3.336 -0.420
H 2.064 4.705 0.259
H 1.981 2.748 2.172
H 0.668 1.105 2.995
H -1.745 1.088 -0.614
H 0.019 2.795 -1.485
H -2.950 -0.632 0.241
H -3.649 -2.706 1.229
H -1.036 -2.409 4.392
H 0.071 -0.535 3.378
H -2.202 -4.776 2.549
H -3.826 -4.106 3.092
H -2.458 -4.252 4.203
C 7.859 10.734 -1.170
N 6.392 10.864 -1.236
C 5.612 10.512 -0.206
C 4.282 10.802 -0.186
C 3.670 11.362 -1.297
C 4.464 11.655 -2.415
C 5.815 11.481 -2.272
C 2.247 11.713 -1.268
C 1.265 11.039 -2.020
C -0.045 11.468 -1.928
N -0.460 12.476 -1.107
C 0.499 13.097 -0.344
C 1.844 12.739 -0.437
C -1.866 12.924 -0.995
H 8.171 9.803 -1.666
H 8.197 10.717 -0.127
H 8.299 11.560 -1.734
H 6.119 10.245 0.712
H 3.714 10.591 0.704
H 4.062 12.183 -3.278
H 6.422 11.681 -3.184
H 1.469 10.226 -2.707
H -0.881 11.056 -2.433
H 0.107 13.926 0.240
H 2.545 13.339 0.127
H -2.242 12.817 -0.005
H -2.492 12.354 -1.655
H -1.916 13.945 -1.241
C 0.697 -6.496 -0.478
O 2.049 -6.568 0.064
C 2.440 -5.364 0.680
C 3.927 -5.144 0.885
N 4.554 -5.959 2.046
H 5.483 -5.545 2.119
H 4.167 -5.752 2.965
C 4.800 -7.405 1.842
C 6.197 -7.590 1.354
O 7.050 -6.964 2.334
C 8.452 -7.193 2.169
H 0.372 -7.533 -0.612
H 0.709 -5.933 -1.440
H 0.046 -6.032 0.277
H 1.923 -5.282 1.657
H 2.102 -4.536 0.079
H 3.972 -4.096 1.134
H 4.563 -5.318 0.054
H 4.071 -7.914 1.242
H 4.786 -7.809 2.847
H 6.312 -7.080 0.406
H 6.424 -8.685 1.180
H 8.713 -8.227 2.363
H 8.910 -6.540 2.889
H 8.763 -6.933 1.160
C -8.237 -7.808 3.813
O -7.042 -7.432 4.498
C -6.835 -7.993 5.733
C -6.639 -6.971 6.854
N -8.010 -6.316 7.129
H -8.228 -5.697 6.319
H -8.734 -7.107 7.119
C -8.185 -5.465 8.332
C -9.427 -4.607 8.166
O -9.261 -3.906 6.864
C -10.475 -3.269 6.304
H -9.031 -7.025 4.005
H -8.578 -8.808 4.112
H -8.059 -7.817 2.731
H -5.968 -8.647 5.639
H -7.642 -8.658 6.105
H -5.992 -6.162 6.529
H -6.315 -7.345 7.850
H -7.315 -4.804 8.396
H -8.293 -6.143 9.190
H -9.485 -3.868 8.973
H -10.283 -5.268 8.186
H -10.993 -2.660 7.096
H -11.167 -4.048 6.005
H -10.201 -2.738 5.379
Br -4.030 1.600 -1.362
Br 2.948 -1.172 2.365
*
```

The molecular weight comes out at 1359.50 g mol⁻¹. The HOMO-LUMO gap is 5.27 eV. For the LUMO energy, the calculation gives -0.622 Eh. The value obtained for the total energy is -8906.43217 Ha. The HOMO energy comes out at -22.20 eV.